1.
{"formula": "C21H21BN4O3RhS2", "method": "wB97M-V/def2-TZVPD", "elements": ["Rh", "C", "C", "N", "N", "C", "N", "S", "C", "C", "C", "C", "C", "N", "H", "H", "H", "H", "H", "H", "H", "H", "H", "C", "S", "O", "C", "C", "C", "C", "C", "C", "H", "H", "H", "H", "H", "H", "H", "H", "O", "B", "O", "C", "C", "C", "C", "C", "C", "H", "H", "H", "H"], "coordinates": [[-0.10997, -0.94623, 0.04238], [-4.04272, -1.81423, -1.31429], [-2.59576, -1.51459, -1.13503], [-2.01946, -1.40167, 0.01609], [-2.75012, -1.55311, 1.15827], [-2.02031, -1.45933, 2.24351], [-2.65004, -1.58893, 3.41818], [-0.29307, -1.16137, 2.30319], [-1.70528, -1.32585, -2.29896], [-2.14321, -1.41743, -3.60651], [-1.22712, -1.23911, -4.63675], [0.09572, -0.98452, -4.33229], [0.46652, -0.90498, -2.99774], [-0.41011, -1.06602, -2.01615], [-4.52570, -1.91600, -0.34909], [-4.17136, -2.73982, -1.87853], [-4.52450, -1.01075, -1.87482], [-3.63476, -1.79172, 3.43164], [-2.14438, -1.51526, 4.28134], [-3.18119, -1.62583, -3.81965], [-1.55177, -1.30365, -5.66638], [0.83772, -0.84575, -5.10489], [1.48581, -0.70415, -2.69390], [2.61636, 0.93434, 2.07302], [2.43518, 0.89361, 0.29550], [1.95924, -0.52948, -0.04306], [4.14081, 0.88301, -0.17407], [4.68199, 2.06555, -0.65476], [6.02612, 2.09384, -1.00021], [6.79462, 0.94626, -0.87760], [6.23145, -0.23680, -0.41065], [4.89540, -0.27642, -0.05130], [3.15094, 0.04066, 2.39320], [1.61854, 0.97135, 2.50706], [3.17545, 1.83428, 2.32715], [4.06433, 2.94907, -0.76145], [6.46680, 3.00793, -1.37359], [7.84013, 0.96876, -1.15422], [6.83710, -1.12890, -0.32722], [4.43567, -1.19038, 0.30162], [-0.83542, 1.79580, 1.05954], [-0.69583, 0.93954, -0.01842], [-1.00097, 1.57371, -1.21636], [-1.32590, 2.87234, -0.86194], [-1.69776, 3.91665, -1.67526], [-1.97103, 5.12566, -1.03830], [-1.87135, 5.25980, 0.34292], [-1.49345, 4.19129, 1.15392], [-1.22652, 3.00648, 0.51005], [-1.77332, 3.80204, -2.74753], [-2.26951, 5.97852, -1.63232], [-2.09493, 6.21415, 0.79946], [-1.41766, 4.28243, 2.22829]], "total_energy_ha": -2189.29794, "orbital_gap_ev": 7.47, "lumo_ev": -3.45, "charge": 1, "de_lowest_kcal_mol": 0.0}

2.
{"formula": "C21H21ClMnN2O7PTe2", "method": "wB97M-V/def2-TZVPD", "elements": ["Mn", "O", "C", "O", "C", "C", "Cl", "N", "N", "C", "C", "O", "O", "C", "C", "C", "C", "C", "C", "H", "H", "H", "H", "H", "H", "Te", "C", "C", "C", "C", "C", "C", "H", "H", "H", "H", "H", "C", "C", "O", "P", "O", "Te", "O", "C", "C", "H", "H", "H", "H", "H", "H", "H", "H", "H", "H"], "coordinates": [[-0.11673, -0.32822, 1.17936], [3.98605, -2.74286, 4.72446], [4.53589, -2.58084, 3.54232], [5.70202, -2.82052, 3.32808], [3.64558, -2.09552, 2.44348], [4.04602, -1.88528, 1.13589], [5.54685, -2.11439, 0.37309], [2.98527, -1.44833, 0.42749], [1.89568, -1.38266, 1.21279], [2.27124, -1.75602, 2.42217], [1.18718, -1.74836, 3.48634], [1.49685, -2.13756, 4.62562], [0.07332, -1.32924, 3.09708], [2.87235, -1.21842, -0.98023], [2.07833, -2.06713, -1.72940], [1.93844, -1.82746, -3.08731], [2.58863, -0.75300, -3.67474], [3.37730, 0.09304, -2.90624], [3.52111, -0.13505, -1.54638], [2.99271, -2.52033, 4.71966], [1.55891, -2.88257, -1.24338], [1.29879, -2.46811, -3.67950], [2.46409, -0.55861, -4.73229], [3.87273, 0.94046, -3.36162], [4.11642, 0.51902, -0.92332], [0.04728, 1.99524, 2.59452], [0.04153, 3.44833, 1.06247], [-0.94703, 4.43265, 1.03356], [-0.98042, 5.38897, 0.02636], [-0.02186, 5.38455, -0.97775], [0.97480, 4.41844, -0.95475], [1.00719, 3.46598, 0.05486], [-1.70706, 4.44303, 1.80587], [-1.76398, 6.13818, 0.02699], [-0.05144, 6.12425, -1.76851], [1.73227, 4.40083, -1.73042], [1.79540, 2.72192, 0.06286], [-3.97002, 2.03143, 0.33678], [-3.76565, 0.62758, 0.85129], [-3.67043, -0.30886, -0.25375], [-2.27481, -0.98633, -0.62807], [-1.69094, -1.68051, 0.58918], [-0.71019, 0.54236, -1.49067], [-2.74610, -2.02126, -1.74222], [-3.64222, -3.09304, -1.36798], [-5.03940, -2.80597, -1.86706], [-4.02094, 2.72012, 1.18264], [-4.89494, 2.10874, -0.23745], [-3.13191, 2.33299, -0.29070], [-4.61035, 0.28382, 1.44840], [-2.87027, 0.57191, 1.47487], [-3.61564, -3.22876, -0.28548], [-3.23489, -3.99219, -1.83021], [-5.42895, -1.89555, -1.41433], [-5.70183, -3.63719, -1.61398], [-5.04225, -2.68372, -2.95076]], "total_energy_ha": -3937.93397, "orbital_gap_ev": [6.58, 6.79], "multiplicity": 6, "lumo_ev": [2.27, 2.26], "charge": -1, "de_lowest_kcal_mol": 3.2}

3.
{"formula": "C21H21CrNO3Se3SiTe", "method": "wB97M-V/def2-TZVPD", "elements": ["Cr", "Se", "Se", "Te", "Se", "N", "C", "C", "C", "O", "O", "H", "H", "H", "H", "H", "H", "O", "Si", "C", "C", "C", "C", "C", "C", "C", "C", "C", "C", "C", "C", "C", "C", "C", "C", "C", "C", "H", "H", "H", "H", "H", "H", "H", "H", "H", "H", "H", "H", "H", "H", "H"], "coordinates": [[-2.98783, 0.79406, 0.58495], [-3.30766, -0.10798, 2.72783], [-4.98423, -1.68234, 2.59961], [-6.86579, -0.49717, 1.29855], [-5.10139, 0.72752, -0.17209], [-2.49219, 1.89391, -1.41624], [-1.87956, 3.21277, -1.23376], [-2.47118, 3.90922, -0.00602], [-1.74923, 3.39441, 1.27372], [-1.08792, 4.16577, 1.94460], [-1.91019, 2.15595, 1.50881], [-1.85293, 1.26038, -1.89742], [-3.33248, 1.98911, -1.99071], [-2.01915, 3.83892, -2.12760], [-0.80382, 3.07958, -1.08047], [-3.54225, 3.67714, 0.07912], [-2.34712, 4.99066, -0.06592], [-1.32801, -0.14756, 0.10366], [0.17482, -0.61369, 0.06621], [0.75965, -0.62888, -1.75538], [2.06344, -0.29820, -2.10783], [2.49696, -0.38824, -3.41941], [1.62536, -0.81398, -4.40841], [0.32193, -1.14528, -4.07910], [-0.09974, -1.04615, -2.76521], [0.40390, -2.39409, 0.71044], [-0.27063, -2.87694, 1.82680], [-0.00707, -4.13682, 2.33667], [0.93777, -4.94434, 1.72554], [1.60829, -4.48944, 0.60169], [1.33997, -3.22670, 0.10504], [1.44472, 0.45040, 1.01014], [1.50351, 1.83100, 0.85490], [2.43048, 2.59712, 1.53847], [3.34847, 1.98248, 2.37226], [3.32888, 0.60539, 2.51727], [2.37668, -0.14683, 1.85385], [2.75101, 0.03273, -1.34094], [3.51666, -0.12618, -3.67432], [1.96086, -0.89208, -5.43336], [-0.36499, -1.48408, -4.84382], [-1.11653, -1.30892, -2.50351], [-1.01242, -2.25342, 2.30865], [-0.53635, -4.48807, 3.21297], [1.15617, -5.92464, 2.12794], [2.34228, -5.12011, 0.11385], [1.86871, -2.87354, -0.77059], [0.80319, 2.31968, 0.19187], [2.43661, 3.67363, 1.43394], [4.07812, 2.57627, 2.90681], [4.04904, 0.11687, 3.16037], [2.34320, -1.21934, 1.99559]], "total_energy_ha": -9899.82775, "orbital_gap_ev": [6.17, 6.38], "multiplicity": 2, "lumo_ev": [1.77, 1.94], "charge": -1}

4.
{"formula": "C21H21FN4O2", "method": "wB97M-V/def2-TZVPD", "elements": ["O", "F", "N", "O", "C", "C", "C", "C", "C", "C", "C", "C", "C", "C", "C", "C", "C", "C", "C", "C", "N", "N", "N", "C", "C", "C", "C", "C", "H", "H", "H", "H", "H", "H", "H", "H", "H", "H", "H", "H", "H", "H", "H", "H", "H", "H", "H", "H", "H"], "coordinates": [[-1.40702, 6.15589, 1.42271], [3.50591, -3.74863, 2.67043], [-1.95075, -2.85011, -2.40189], [3.08479, -3.92610, -2.85944], [-0.94240, 5.29895, 0.68769], [0.00059, -1.21493, 0.11361], [-1.18054, -0.51053, 0.15673], [-1.53451, 0.66150, 0.97625], [-0.62640, 1.18069, 1.86906], [-1.13790, -3.81729, -2.89240], [-1.41911, -2.15728, -1.40054], [4.48853, -4.12104, 0.54691], [4.37429, -4.16640, -0.85910], [2.10991, -3.64189, 0.71671], [0.14661, -4.08220, -2.37009], [3.36443, -3.83636, 1.33396], [3.11481, -3.91447, -1.48495], [-0.16085, -2.30069, -0.86444], [1.98800, -3.66776, -0.70350], [0.67426, -3.32669, -1.30991], [-2.01891, -1.10758, -0.74926], [-0.07638, 5.69697, -0.29511], [-1.18618, 3.95172, 0.88601], [0.40315, 4.91918, -1.40934], [-2.81785, 1.37736, 0.65543], [-0.92595, 2.35791, 2.73744], [-3.14007, 2.51033, 1.63496], [-1.89896, 3.34651, 2.01905], [2.28455, -3.45379, -3.20583], [0.87684, -1.01185, 0.70035], [0.30356, 0.70758, 1.97927], [-1.53064, -4.46748, -3.69526], [5.46245, -4.14679, 0.99120], [5.16885, -4.34210, -1.57491], [1.23856, -3.43148, 1.34106], [0.64953, -4.94989, -2.79057], [-2.99069, -0.92635, -0.89856], [0.02338, 6.69382, -0.43808], [-0.56315, 3.33842, 0.38584], [1.31809, 4.34729, -1.21694], [-0.41579, 4.24504, -1.76678], [0.63526, 5.64809, -2.21068], [-3.64647, 0.65628, 0.69891], [-2.67247, 1.69892, -0.35928], [-1.34577, 2.05399, 3.68812], [0.04762, 2.84624, 3.02895], [-3.58984, 2.13659, 2.57307], [-3.90502, 3.14124, 1.19523], [-2.18029, 4.14918, 2.74791]], "total_energy_ha": -1282.23396, "orbital_gap_ev": 7.92, "lumo_ev": -0.08, "smiles": "CNC(=O)N[C@@H]1CC=C(c2cc3c(-c4cc(F)ccc4O)ccnc3[nH]2)CC1", "de_lowest_kcal_mol": 22.1}

5.
{"formula": "C21H21N2O3PPtS4Sb", "method": "wB97M-V/def2-TZVPD", "elements": ["Pt", "O", "N", "C", "C", "C", "C", "C", "C", "C", "P", "C", "C", "C", "C", "C", "C", "C", "C", "C", "C", "C", "C", "H", "H", "H", "H", "H", "H", "H", "H", "H", "H", "H", "H", "H", "H", "H", "H", "S", "Sb", "S", "S", "S", "N", "C", "C", "O", "O", "H", "H", "H", "H", "H"], "coordinates": [[-1.50948, -0.23798, 0.62158], [-2.60355, -2.93606, 1.11266], [-1.42690, -2.24092, 1.16662], [-0.45472, -2.99981, 1.48095], [0.94747, -2.64330, 1.65584], [1.72708, -3.65953, 2.23055], [3.07331, -3.50098, 2.47558], [3.69111, -2.30350, 2.13681], [2.94038, -1.29841, 1.55809], [1.57470, -1.43858, 1.30625], [0.70389, -0.04151, 0.50013], [1.27050, 1.43493, 1.39681], [0.40211, 2.01914, 2.31868], [0.78111, 3.15824, 3.01377], [2.02717, 3.72238, 2.79082], [2.89375, 3.15625, 1.86395], [2.51575, 2.02199, 1.16430], [1.55399, 0.06936, -1.10893], [1.41209, 1.24650, -1.84482], [1.94170, 1.34237, -3.12061], [2.61339, 0.26364, -3.68070], [2.74680, -0.91289, -2.95969], [2.21626, -1.01251, -1.68113], [-3.28476, -2.24571, 0.96180], [-0.71074, -4.03979, 1.66673], [1.24386, -4.59292, 2.49395], [3.63983, -4.30422, 2.92837], [4.74767, -2.15463, 2.31687], [3.43050, -0.37182, 1.29252], [-0.59123, 1.61307, 2.46393], [0.07486, 3.61411, 3.69498], [2.31839, 4.61901, 3.32397], [3.85650, 3.61219, 1.66888], [3.17657, 1.61578, 0.40795], [0.87077, 2.08337, -1.41928], [1.81588, 2.25808, -3.68331], [3.02010, 0.33752, -4.68106], [3.25587, -1.76369, -3.39437], [2.31723, -1.94307, -1.13645], [-5.49489, 2.92062, -0.47343], [-3.82432, 2.27550, 0.90947], [-1.76625, 1.84586, -0.30935], [-3.77160, -0.15988, 1.27919], [-3.43659, 3.35464, 2.85027], [-5.25390, -0.01588, -2.18271], [-4.24870, 0.30872, -3.18431], [-3.11998, -0.72125, -3.17332], [-2.33697, -0.86491, -4.07872], [-3.08783, -1.44606, -2.05823], [-5.42828, 0.78123, -1.57023], [-3.89627, -1.14575, -1.56546], [-6.12778, -0.31904, -2.58638], [-3.79469, 1.27668, -2.95480], [-4.63116, 0.36340, -4.20496]], "total_energy_ha": -3441.94376, "orbital_gap_ev": 6.29, "lumo_ev": 1.57, "charge": -1, "de_lowest_kcal_mol": 0.0}